31
Properties=species:S:1:pos:R:3 method="wB97M-V/def2-TZVPD" largest_force_ev_per_a=3.350 energy_ev=-24515.0164 homo_lumo_gap_ev=8.164 homo_ev=-7.510 relative_energy_kcal_mol=55.9 smiles="N=C=Pc1ccccc1.C1=CCCCC1"
N 3.68065 2.24992 -1.38399
C 3.28562 1.77093 -0.36797
P 2.45201 1.40558 1.04680
C 2.31213 -0.38698 1.10422
C 2.76853 -1.17147 0.03738
C 2.41922 -2.45600 -0.06879
C 1.95935 -3.10064 1.09377
C 1.47535 -2.36883 2.19195
C 1.59751 -0.97964 2.16977
H 4.48117 2.64843 -1.82824
H 3.32081 -0.81971 -0.81214
H 2.80510 -2.92350 -1.03489
H 1.81932 -4.15988 1.29679
H 1.05429 -2.67557 3.10698
H 1.12949 -0.51166 3.09197
C -1.71743 1.19024 1.18118
C -1.63295 2.30241 0.45826
C -1.42919 2.17968 -1.04629
C -1.94990 0.81511 -1.56820
C -1.02733 -0.17131 -0.84113
C -1.68009 -0.17631 0.58242
H -1.86567 1.05432 2.32689
H -1.63430 3.34071 0.98220
H -0.39303 2.27876 -1.44300
H -1.94962 3.14804 -1.43318
H -1.88923 0.98421 -2.59066
H -2.90599 0.41921 -1.34349
H -1.10066 -1.20626 -1.13428
H 0.00180 0.05791 -0.55957
H -2.73748 -0.53908 0.56975
H -1.22748 -1.07467 1.12983

=====

26
Properties=species:S:1:pos:R:3 method="wB97M-V/def2-TZVPD" largest_force_ev_per_a=5.564 energy_ev=-82137.0189 charge=+2 homo_lumo_gap_ev=6.636 homo_ev=-16.088 relative_energy_kcal_mol=30.3
Zn 0.43937 -1.08960 -1.36112
C 1.10399 -3.03960 -1.98917
O 1.84091 -3.91210 -1.80870
C -0.67963 -0.29496 -3.75966
O -0.79438 -0.45965 -4.88457
C 1.77747 0.56739 -1.91240
O 2.75546 1.11022 -2.17942
C -2.01539 -1.11128 -1.01214
O -3.13522 -1.35529 -0.88488
C -1.24804 2.95685 -0.55029
H -1.96293 2.61752 0.21359
H -0.31350 3.42479 -0.20927
C -1.49861 2.75247 -1.84913
H -0.73344 2.94178 -2.60390
H -2.39588 2.21358 -2.15749
Cl -0.48716 -3.23892 3.25726
C 0.14723 -1.74125 2.73842
C 0.78183 -0.86251 3.61214
C 1.23727 0.32994 3.05974
C 1.08332 0.61868 1.70017
N 0.62749 -0.34117 0.85074
C 0.03898 -1.45505 1.36030
H 0.91560 -1.13405 4.66329
H 1.72030 1.05388 3.68649
H 1.32312 1.61929 1.30785
H -0.52817 -2.17096 0.71216

=====

23
Properties=species:S:1:pos:R:3 method="wB97M-V/def2-TZVPD" largest_force_ev_per_a=5.022 energy_ev=-12487.4050 charge=+1 homo_lumo_gap_ev=8.798 homo_ev=-13.022 relative_energy_kcal_mol=106.8 smiles="CC(C)(C)N1C=CO[NH+]=C1"
C 1.38282 -1.44775 -0.28276
C 0.56304 -0.19808 -0.75967
C -0.25995 -0.42001 -2.02311
C 1.48042 1.01732 -1.01862
N -0.29284 0.15454 0.39803
C 0.19548 0.71258 1.61343
C -0.64126 0.97252 2.63556
O -1.99372 0.66381 2.60486
N -2.46851 0.22655 1.27170
C -1.54325 -0.16159 0.40235
H 1.71042 -2.02607 -1.10719
H 2.26618 -1.28343 0.25923
H 0.66901 -2.12382 0.30224
H -1.14531 0.20802 -2.17193
H -0.64621 -1.50369 -2.28265
H 0.37148 -0.21413 -2.78501
H 2.33857 0.64092 -1.47271
H 0.88829 1.72055 -1.69362
H 1.70982 1.63076 -0.10480
H 1.21290 1.06812 1.71926
H -0.50031 1.25606 3.58912
H -3.25177 -0.34526 1.39215
H -2.04530 -0.54794 -0.48586

=====

58
Properties=species:S:1:pos:R:3 method="wB97M-V/def2-TZVPD" spin_multiplicity=3 largest_force_ev_per_a=2.693 s_squared=2.0759 energy_ev=-39139.8676 homo_lumo_gap_ev="5.452 / 5.546" homo_ev="-5.690 / -6.858" relative_energy_kcal_mol=51.4
C 3.13295 0.03886 0.44958
C 2.61652 -3.38156 0.13562
H 4.03302 -0.42413 0.01009
H 3.20690 -0.11946 1.53792
H 3.13614 1.09561 0.17341
H 2.23413 -4.30514 -0.30105
H 3.63603 -3.18470 -0.26370
H 2.72695 -3.43376 1.23923
C 1.25199 1.38626 -1.63905
C 0.98232 2.22686 -2.72911
C 0.51153 1.66690 -3.91791
C 0.28174 0.29693 -3.92539
H 1.50513 1.80891 -0.67528
H 1.13716 3.28927 -2.62979
H 0.30244 2.26354 -4.81212
H -0.16035 -0.17871 -4.79062
N 1.18505 0.06014 -1.72517
C 0.57035 -0.49843 -2.79005
C -0.00585 -1.84585 -2.62864
N 0.20234 -2.48290 -1.46082
C -0.56217 -3.52215 -1.12943
C -1.71830 -3.46797 -3.24657
C -1.52714 -4.06048 -1.99588
H -0.41355 -3.94933 -0.14595
H -2.10878 -4.91805 -1.68603
C -0.94363 -2.35384 -3.55626
H -1.09087 -1.83300 -4.49944
H -2.45259 -3.83671 -3.97027
Pd 1.99473 -1.49474 -0.10426
C 0.42669 -1.61619 1.32334
H 0.29616 -2.69745 1.48413
H -0.44918 -1.15252 0.84011
H 0.71886 -1.06419 2.23852
C -2.31577 0.82141 -1.14527
Si -2.08795 1.52099 0.58630
C -2.72215 3.28846 0.56603
C -3.14770 0.47225 1.73467
N -0.42065 1.49810 1.04168
C 0.20036 1.77628 2.17308
C 1.61110 2.02251 2.17036
C 2.36124 1.96091 3.33331
C 1.72080 1.79677 4.57260
C 0.32040 1.70287 4.62452
C -0.44149 1.77104 3.46708
H -3.38344 0.86106 -1.40952
H -1.99660 -0.22623 -1.21859
H -1.76212 1.39898 -1.89553
H -3.75553 3.30920 0.19215
H -2.71182 3.74532 1.56472
H -2.10585 3.91087 -0.09798
H -2.70752 -0.52181 1.89251
H -3.30386 0.93500 2.71767
H -4.13412 0.33769 1.26661
H 2.07589 2.19325 1.20340
H 3.44910 2.03237 3.27063
H 2.31250 1.75869 5.48966
H -0.17939 1.57653 5.58666
H -1.53217 1.74549 3.50410